C13H16ClCuN3O3 | wB97M-V/def2-TZVPD

Element x y z (Å)
Cu (-2.62867, 2.92998, 1.16495)
Cl (-1.87154, 0.81826, 0.11770)
O (-2.38760, -0.15834, 3.19536)
C (-2.90352, 1.01685, 3.74845)
O (-3.05424, 1.08843, 4.94907)
O (-3.13269, 1.92937, 2.87547)
H (-2.23473, 0.12843, 2.28114)
N (0.08286, 1.69053, -2.74284)
C (1.10219, 0.85120, -2.37837)
C (2.06580, 0.94070, -3.34888)
C (1.72332, 2.03264, -4.19881)
C (0.43724, 2.38052, -3.87322)
H (-0.75170, 1.83360, -2.19900)
H (1.01619, 0.10530, -1.60655)
H (2.94854, 0.33840, -3.48987)
H (2.27359, 2.41319, -5.04197)
H (-0.28230, 3.07769, -4.26945)
N (-1.66224, -2.22016, -0.56937)
C (-2.08105, -3.21965, -1.36496)
C (-1.59708, -4.45506, -0.83421)
C (-0.84367, -4.15667, 0.27002)
C (-0.88953, -2.74532, 0.41870)
H (-1.89515, -1.22422, -0.63002)
H (-2.74426, -2.99908, -2.18690)
H (-1.83655, -5.43349, -1.21487)
H (-0.34629, -4.86404, 0.90978)
H (-0.47511, -2.03614, 1.12492)
N (1.44209, 0.88020, 1.02650)
C (1.23842, 0.54441, 2.34725)
C (2.42374, 0.65544, 3.01877)
C (3.34337, 1.28150, 2.11548)
C (2.67885, 1.49815, 0.94546)
H (0.70279, 1.11475, 0.38216)
H (0.28704, 0.13948, 2.66172)
H (2.51307, 0.39278, 4.05901)
H (4.38888, 1.44785, 2.31576)
H (2.94994, 1.98250, 0.02164)

Cartesian forces, eV/Å:
-0.03 -1.56 0.93
0.12 0.35 -0.54
0.02 0.34 -0.11
0.32 0.43 0.35
-0.10 -0.35 -0.22
-0.10 0.82 -0.66
-0.07 -0.34 -0.10
0.15 -0.08 0.17
-0.14 -0.83 -0.82
0.70 0.86 0.08
-0.82 -0.74 -0.59
-0.14 0.47 0.82
-0.06 -0.08 0.01
-0.16 0.19 0.18
0.07 0.01 0.42
0.05 -0.09 -0.04
0.28 0.19 -0.17
0.36 -0.77 0.03
-0.39 0.41 0.28
0.13 -0.11 0.16
-0.26 -0.30 -0.38
-0.29 1.10 -0.04
0.03 0.46 0.06
0.08 -0.21 -0.11
0.08 0.03 -0.11
0.09 0.13 0.10
0.17 -0.34 0.22
0.19 1.56 0.58
-0.18 -1.18 -0.38
-0.56 0.42 -0.26
0.11 -0.23 0.50
-0.08 -0.84 -0.63
-0.21 -0.10 0.19
0.01 0.10 0.11
0.38 0.03 0.00
-0.04 0.35 -0.04
0.27 -0.13 0.01

Calculated values
- 2S+1 = 2
- F_max (Eh/bohr) = 0.03521
- frontier orbital gap (spin up / spin down) (eV) = 7.30 / 3.27
- ΔE to the lowest compared entry with this formula, charge and spin (eV) = 0.000
- energy (a.u.) = -2995.5508

Atom charges from the Löwdin analysis, given in e for atoms 1 to 6: 0.385, 0.074, -0.010, -0.784, 0.045, -0.161